Record 1
Formula: C18H9Cl5N2ReS4Sb
Source: OMol25
Level of theory: wB97M-V/def2-TZVPD

The geometry in ORCA input format:
```
! wB97M-V def2-TZVPD RIJCOSX def2/J DEFGRID3
* xyz 2 1
Re 0.771 0.041 -0.534
Cl 1.989 -1.191 -2.398
C 0.382 -0.907 -3.059
C -0.385 -0.126 -2.194
C -1.702 0.157 -2.595
Cl -2.742 1.084 -1.602
C -2.187 -0.354 -3.803
Cl -3.792 -0.039 -4.287
C -1.360 -1.136 -4.632
Cl -1.955 -1.743 -6.096
C -0.035 -1.440 -4.257
Cl 0.992 -2.404 -5.213
C 4.023 -3.129 1.688
C 2.678 -2.789 1.737
C 2.293 -1.546 1.262
C 3.248 -0.688 0.700
C 4.594 -1.027 0.638
C 4.968 -2.256 1.154
N 2.687 0.458 0.117
N 3.342 1.482 -0.172
C 2.563 2.381 -0.848
C 3.072 3.641 -1.190
C 2.233 4.540 -1.806
C 0.913 4.172 -2.064
C 0.412 2.918 -1.732
C 1.233 1.978 -1.126
H 4.344 -4.083 2.081
H 1.956 -3.458 2.180
H 1.257 -1.217 1.444
H 5.309 -0.354 0.190
H 6.007 -2.547 1.127
H 4.101 3.875 -0.962
H 2.589 5.520 -2.084
H 0.252 4.882 -2.540
H -0.616 2.688 -1.969
S 1.121 1.211 3.630
Sb -0.635 1.501 4.927
S -0.451 1.129 0.963
S -1.631 -0.197 1.925
S -2.509 0.898 3.384
*
```

Computed properties:
**Gap between HOMO and LUMO (spin up / spin down)**: 0.227 / 0.205 Eh
**Electronic energy**: -5012.435756 hartree
**Energy above the lowest of the compared OMol25 structures with the same formula, charge and spin**: 0.932 eV
**Maximum force**: 0.7 eV/Å
**Molecular weight**: 866.8 g mol⁻¹

natural (NBO) charges in e: 0.802 0.180 -0.010 -0.396 0.084 0.093 -0.133 0.138 -0.012 0.178 -0.104 0.138 -0.161 -0.158 -0.295 0.168 -0.218 -0.145 -0.258 -0.030 0.057 -0.131 -0.211 -0.101 -0.270 -0.133 0.250 0.245 0.219 0.258 0.251 0.253 0.251 0.244 0.230 -0.582 1.141 0.291 0.139 -0.259


Record 2
Formula: C24H33N3O6S
Source: OMol25
Level of theory: wB97M-V/def2-TZVPD

The geometry in ORCA input format:
```
! wB97M-V def2-TZVPD RIJCOSX def2/J DEFGRID3
* xyz 0 1
C 0.014 2.545 2.992
C -0.699 2.143 1.704
O 0.067 2.438 0.550
C 1.214 1.747 0.317
C 1.525 0.509 0.867
C 2.715 -0.114 0.515
C 3.613 0.504 -0.344
C 3.316 1.738 -0.906
C 2.100 2.363 -0.586
O 1.752 3.604 -1.058
C 1.660 3.752 -2.465
C 0.606 2.834 -3.075
H 0.904 1.793 -2.964
H -0.345 2.975 -2.566
H 0.485 3.057 -4.132
H 1.380 4.799 -2.604
H 2.634 3.578 -2.936
O 4.143 2.407 -1.759
C 5.430 1.878 -2.017
C 6.161 2.872 -2.907
H 6.222 3.837 -2.410
H 5.627 2.999 -3.845
H 7.165 2.512 -3.114
H 5.975 1.739 -1.075
H 5.346 0.906 -2.523
H 4.543 0.000 -0.554
C 3.125 -1.415 1.114
O 4.236 -1.586 1.584
N 2.212 -2.425 1.149
C 0.947 -2.540 0.563
C -0.008 -3.341 1.177
C -1.283 -3.454 0.663
C -1.652 -2.759 -0.488
C -0.659 -2.029 -1.147
C 0.618 -1.924 -0.641
H 1.359 -1.358 -1.180
H -0.882 -1.538 -2.081
N -2.941 -2.807 -1.046
C -3.526 -1.531 -1.409
H -4.456 -1.738 -1.945
C -3.810 -0.709 -0.134
N -4.070 -1.584 0.988
S -3.094 -1.444 2.321
O -1.837 -0.838 1.985
O -3.102 -2.681 3.041
C -4.020 -0.229 3.293
H -3.474 -0.050 4.210
H -4.094 0.680 2.711
H -4.995 -0.645 3.503
C -4.699 -2.853 0.705
H -4.686 -3.410 1.641
C -3.956 -3.625 -0.419
H -4.671 -3.904 -1.203
H -3.505 -4.542 -0.045
H -5.740 -2.663 0.419
H -2.931 -0.120 0.133
H -4.664 -0.036 -0.287
H -2.868 -0.973 -2.072
H -1.989 -4.055 1.210
H 0.237 -3.859 2.092
H 2.504 -3.213 1.717
H 0.840 0.019 1.541
H -0.983 1.086 1.734
H -1.603 2.747 1.576
H 0.286 3.597 2.953
H 0.920 1.959 3.125
H -0.642 2.375 3.842
*
```

Computed properties:
**SMILES**: CCOc1cc(C(=O)Nc2ccc(N3CCN(S(C)(=O)=O)CC3)cc2)cc(OCC)c1OCC
**Gap between HOMO and LUMO**: 0.288 Eh
**Electronic energy**: -1948.194986 hartree
**Energy above the lowest of the compared OMol25 structures with the same formula, charge and spin**: 2.482 eV
**Maximum force**: 1.3 eV/Å
**Molecular weight**: 491.6 g mol⁻¹

natural (NBO) charges in e: -0.642 -0.072 -0.504 0.348 -0.317 -0.122 -0.287 0.275 0.187 -0.499 -0.059 -0.642 0.207 0.214 0.212 0.184 0.184 -0.507 -0.061 -0.618 0.216 0.210 0.214 0.179 0.171 0.236 0.676 -0.605 -0.607 0.119 -0.199 -0.288 0.233 -0.258 -0.209 0.226 0.209 -0.452 -0.228 0.198 -0.242 -0.706 2.339 -0.958 -0.949 -0.857 0.245 0.235 0.239 -0.252 0.247 -0.231 0.200 0.217 0.193 0.237 0.190 0.219 0.225 0.212 0.408 0.242 0.203 0.181 0.214 0.216 0.210


Record 3
Formula: C5H15NO2
Source: OMol25
Level of theory: wB97M-V/def2-TZVPD

The geometry in ORCA input format:
```
! wB97M-V def2-TZVPD RIJCOSX def2/J DEFGRID3
* xyz 0 1
C -1.767 -0.480 0.452
C -0.386 -0.166 -0.121
C 0.558 -1.342 0.068
C 0.557 -2.310 -1.108
N 0.263 1.066 0.389
C -0.555 2.178 0.762
O -1.044 2.155 2.106
H -2.505 0.304 0.225
H -2.098 -1.434 0.026
H -1.803 -0.590 1.538
H -0.551 -0.013 -1.186
H 0.368 -1.877 1.010
H 1.579 -0.992 0.202
H 1.047 -1.857 -1.965
H 1.010 -3.264 -0.849
H -0.445 -2.543 -1.467
H 0.879 0.814 1.151
H -1.399 2.262 0.059
H 0.002 3.106 0.712
H -1.612 1.381 2.211
H 2.157 1.418 -0.822
H 2.739 0.920 -2.132
O 3.007 1.263 -1.262
*
```

Computed properties:
**SMILES**: CC[C@@H](C)NCO.O
**Gap between HOMO and LUMO**: 0.379 Eh
**Electronic energy**: -404.728060 hartree
**Energy above the lowest of the compared OMol25 structures with the same formula, charge and spin**: 0.735 eV
**Maximum force**: 0.7 eV/Å
**Molecular weight**: 121.2 g mol⁻¹

natural (NBO) charges in e: -0.636 -0.045 -0.415 -0.600 -0.665 0.086 -0.730 0.209 0.223 0.196 0.180 0.200 0.218 0.205 0.216 0.198 0.371 0.154 0.180 0.463 0.485 0.461 -0.954


Record 4
Formula: C42H33BrF13IN5O3PS
Source: OMol25
Level of theory: wB97M-V/def2-TZVPD

The geometry in ORCA input format:
```
! wB97M-V def2-TZVPD RIJCOSX def2/J DEFGRID3
* xyz 0 1
N 3.112 2.492 1.847
P 1.692 2.641 1.178
C 1.235 1.157 0.239
C 2.256 0.527 -0.469
C 1.998 -0.604 -1.245
C 3.156 -1.195 -2.007
C 3.329 -0.389 -3.279
O 2.458 -0.092 -3.994
Br 5.131 0.236 -3.698
C 0.699 -1.128 -1.289
C -0.311 -0.510 -0.548
C -0.045 0.630 0.198
C -1.690 -1.045 -0.582
O -2.621 -0.310 -0.345
C -1.854 -2.485 -0.897
C -2.983 -3.198 -0.471
C -4.122 -2.595 0.315
C -5.228 -2.178 -0.666
C -6.581 -1.948 0.013
F -6.440 -1.764 1.341
F -7.380 -3.021 -0.185
C -7.296 -0.711 -0.577
F -7.355 -0.902 -1.908
F -6.535 0.373 -0.358
C -8.756 -0.490 -0.047
F -9.603 -0.840 -1.039
F -9.027 -1.282 0.992
C -9.117 0.992 0.275
F -8.697 1.786 -0.702
F -10.455 1.065 0.308
S -8.527 1.630 1.951
F -7.410 2.532 1.259
F -7.465 0.471 2.076
F -9.609 0.750 2.659
F -9.543 2.835 1.824
F -8.076 2.174 3.354
C -3.092 -4.548 -0.797
C -2.086 -5.180 -1.506
C -0.967 -4.476 -1.926
I 0.477 -5.614 -2.958
C -0.833 -3.118 -1.645
C 0.331 -2.310 -2.110
O 0.930 -2.590 -3.110
H 3.041 2.602 2.852
H 0.625 2.928 2.042
H 1.704 3.661 0.203
H 3.265 0.910 -0.417
H 4.079 -1.117 -1.442
H 3.014 -2.236 -2.261
H -0.839 1.102 0.759
H -3.797 -1.754 0.907
H -4.532 -3.354 0.976
H -5.362 -2.994 -1.370
H -4.889 -1.327 -1.245
H -3.960 -5.110 -0.490
H -2.187 -6.228 -1.737
N 6.036 -2.830 -1.444
C 7.005 -1.916 -1.426
C 8.354 -2.228 -1.348
C 8.719 -3.562 -1.281
C 7.723 -4.526 -1.296
C 6.404 -4.109 -1.380
H 6.677 -0.886 -1.477
H 9.098 -1.443 -1.339
H 9.763 -3.849 -1.216
H 7.963 -5.579 -1.246
H 5.595 -4.832 -1.398
N -0.266 4.079 3.843
C -1.259 3.398 4.413
C -1.668 3.589 5.723
C -1.006 4.538 6.485
C 0.030 5.254 5.909
C 0.359 4.989 4.590
H -1.749 2.663 3.782
H -2.483 3.009 6.132
H -1.294 4.716 7.513
H 0.574 6.002 6.469
H 1.163 5.528 4.099
N 12.424 -3.904 -1.102
C 12.565 -2.969 -2.041
C 13.512 -1.958 -1.983
C 14.358 -1.912 -0.887
C 14.225 -2.875 0.099
C 13.247 -3.846 -0.057
H 11.881 -3.040 -2.880
H 13.581 -1.227 -2.776
H 15.110 -1.137 -0.803
H 14.864 -2.877 0.971
H 13.111 -4.620 0.691
N -5.976 6.849 -2.401
C -5.372 6.987 -1.223
C -5.506 6.083 -0.180
C -6.315 4.974 -0.368
C -6.952 4.816 -1.589
C -6.748 5.778 -2.567
H -4.750 7.869 -1.115
H -4.989 6.246 0.756
H -6.446 4.248 0.420
H -7.592 3.966 -1.780
H -7.226 5.690 -3.537
*
```

Computed properties:
**SMILES**: N=[PH2]c1cc(CC(=O)Br)c2c(c1)C(=O)c1c(CCC(F)(F)C(F)(F)C(F)(F)C(F)(F)S(F)(F)(F)(F)F)ccc(I)c1C2=O.c1ccncc1.c1ccncc1.c1ccncc1.c1ccncc1
**Gap between HOMO and LUMO**: 0.271 Eh
**Electronic energy**: -7029.192650 hartree
**Maximum force**: 1.4 eV/Å
**Molecular weight**: 1172.6 g mol⁻¹

Here are the Mulliken charges for atoms 1 to 99, given in e: -0.713 0.443 0.359 -1.031 0.637 -0.805 0.516 -0.397 -0.214 -0.148 0.482 -0.729 0.215 -0.607 0.051 0.362 -0.997 -1.118 1.219 -0.317 -0.335 0.543 -0.328 -0.283 0.592 -0.302 -0.252 0.495 -0.167 -0.291 1.324 -0.241 -0.288 -0.306 -0.331 -0.310 -0.730 -0.734 -0.488 0.078 0.815 0.041 -0.535 0.223 -0.020 0.115 0.506 0.365 0.465 0.638 0.358 0.648 0.332 0.356 0.523 0.340 -0.129 -0.189 -0.800 0.228 -0.816 -0.214 0.399 0.390 0.375 0.364 0.375 -0.323 -0.086 -0.589 -0.151 -0.511 -0.181 0.368 0.357 0.370 0.360 0.356 -0.488 -0.105 -0.513 -0.123 -0.412 -0.197 0.414 0.354 0.367 0.347 0.358 -0.571 -0.157 -0.696 -0.052 -0.234 -0.376 0.353 0.376 0.670 0.350


Record 5
Formula: C40H40CoN3O2P2
Source: OMol25
Level of theory: wB97M-V/def2-TZVPD

The geometry in ORCA input format:
```
! wB97M-V def2-TZVPD RIJCOSX def2/J DEFGRID3
* xyz 1 2
Co -0.110 0.335 -0.207
N -3.026 -0.096 -0.858
P -1.793 -1.174 -0.365
C -2.590 -2.240 0.862
C -3.395 -3.307 0.456
C -4.066 -4.071 1.394
C -3.937 -3.778 2.744
C -3.142 -2.720 3.157
C -2.469 -1.950 2.219
C -1.555 -2.255 -1.800
C -2.411 -2.276 -2.899
C -2.158 -3.130 -3.963
C -1.047 -3.961 -3.941
C -0.185 -3.933 -2.856
C -0.435 -3.083 -1.790
C -2.960 1.222 -0.406
C -4.090 2.042 -0.446
C -3.990 3.325 0.048
C -2.781 3.757 0.585
C -1.716 2.887 0.564
N -1.787 1.650 0.057
H -3.968 -0.441 -0.967
H -3.475 -3.554 -0.596
H -4.684 -4.899 1.076
H -4.459 -4.379 3.476
H -3.043 -2.494 4.210
H -1.869 -1.112 2.542
H -3.272 -1.620 -2.931
H -2.837 -3.150 -4.807
H -0.856 -4.630 -4.769
H 0.690 -4.570 -2.838
H 0.256 -3.059 -0.953
H -5.018 1.665 -0.852
H -4.850 3.981 0.030
H -2.670 4.745 1.006
H -0.754 3.168 0.971
C 1.127 4.009 -0.808
C 2.367 3.657 -1.570
C 3.026 4.629 -2.316
C 4.193 4.345 -3.007
C 4.730 3.070 -2.960
C 4.088 2.085 -2.228
C 2.907 2.362 -1.537
P 2.118 1.054 -0.551
C 2.943 -0.472 -1.123
C 2.547 -0.851 -2.408
C 2.980 -2.027 -2.988
C 3.816 -2.864 -2.263
C 4.224 -2.492 -0.995
C 3.818 -1.293 -0.401
C 4.371 -0.951 0.954
C 2.488 1.423 1.169
C 3.374 2.386 1.629
C 3.404 2.687 2.983
C 2.546 2.029 3.856
C 1.666 1.060 3.394
C 1.628 0.734 2.039
C 0.743 -0.303 1.443
H 0.839 5.043 -0.994
H 1.288 3.890 0.267
H 0.294 3.370 -1.104
H 2.612 5.629 -2.348
H 4.684 5.124 -3.576
H 5.647 2.840 -3.485
H 4.511 1.090 -2.195
H 1.900 -0.191 -2.972
H 2.665 -2.290 -3.989
H 4.164 -3.796 -2.690
H 4.897 -3.136 -0.443
H 5.183 -1.633 1.199
H 3.617 -1.029 1.738
H 4.762 0.065 0.986
H 4.021 2.911 0.937
H 4.083 3.443 3.353
H 2.561 2.275 4.910
H 1.010 0.551 4.089
H 0.036 -0.678 2.178
H 1.358 -1.161 1.134
N -0.241 -0.041 -4.947
C -0.958 1.209 -4.707
C -0.938 1.556 -3.220
O -1.268 2.606 -2.752
O -0.524 0.524 -2.460
H -0.712 -0.634 -5.616
H -0.323 -0.212 -3.091
H 0.700 0.121 -5.283
H -2.010 1.095 -4.975
H -0.583 2.071 -5.260
*
```

Computed properties:
**Expectation value of S²**: 0.86
**Gap between HOMO and LUMO (spin up / spin down)**: 0.294 / 0.317 Eh
**Electronic energy**: -3928.362757 hartree
**Energy above the lowest of the compared OMol25 structures with the same formula, charge and spin**: 0.233 eV
**Maximum force**: 0.9 eV/Å
**Molecular weight**: 715.7 g mol⁻¹

Mulliken charges in e: 0.560 0.176 1.038 0.938 -0.566 -0.752 -0.551 -0.869 -0.299 -0.412 0.100 -0.873 -0.581 -0.656 -0.292 0.028 -1.125 -0.427 -1.219 -0.571 0.402 0.416 0.351 0.428 0.398 0.433 0.316 0.364 0.477 0.424 0.485 0.348 0.486 0.438 0.488 0.560 -0.516 0.776 -0.913 -0.809 -0.887 -1.140 0.914 1.661 1.054 -0.549 -0.687 -0.921 -0.982 0.490 -1.185 0.040 -0.484 -0.847 -0.845 -0.962 0.026 -0.569 0.508 0.138 -0.215 0.449 0.409 0.479 0.505 0.257 0.456 0.432 0.430 0.540 0.215 0.243 0.511 0.483 0.415 0.521 0.451 0.316 -0.600 -0.898 0.473 -0.596 0.932 0.217 -0.215 0.220 0.384 0.413


Record 6
Formula: C2HCl2NO
Source: OMol25
Level of theory: wB97M-V/def2-TZVPD

The geometry in ORCA input format:
```
! wB97M-V def2-TZVPD RIJCOSX def2/J DEFGRID3
* xyz 0 1
C 1.704 -0.987 0.111
C 2.622 0.126 -0.167
N 2.192 -1.975 0.689
O 2.421 0.886 -1.039
Cl 0.058 -0.808 -0.562
Cl 3.942 0.399 0.858
H 1.604 -2.810 0.937
*
```

Computed properties:
**SMILES**: [H]/N=C(\Cl)C(=O)Cl
**Gap between HOMO and LUMO**: 0.375 Eh
**Electronic energy**: -1127.171908 hartree
**Energy above the lowest of the compared OMol25 structures with the same formula, charge and spin**: 0.087 eV
**Maximum force**: 1.9 eV/Å
**Molecular weight**: 125.9 g mol⁻¹

natural (NBO) charges in e: 0.170 0.418 -0.544 -0.452 -0.009 0.035 0.382


Record 7
Formula: C31H44MnN4OP2
Source: OMol25
Level of theory: wB97M-V/def2-TZVPD

The geometry in ORCA input format:
```
! wB97M-V def2-TZVPD RIJCOSX def2/J DEFGRID3
* xyz 0 6
Mn 0.592 0.414 1.332
C 1.057 -4.644 -2.275
C 1.296 -3.324 -2.386
C 0.313 -2.189 -2.498
C -0.641 -2.085 -1.297
C -1.902 -2.920 -1.383
C -2.234 -3.752 -2.387
C -1.316 -4.541 -3.285
C -0.259 -5.352 -2.506
C -0.302 0.372 3.333
H 1.902 -5.317 -1.999
H 2.347 -3.008 -2.310
H -0.268 -2.150 -3.431
H 0.920 -1.280 -2.493
H -0.091 -2.282 -0.356
H -0.946 -1.023 -1.204
H -2.623 -2.711 -0.563
H -3.302 -3.958 -2.539
H -0.808 -3.919 -4.030
H -1.937 -5.277 -3.806
H -0.660 -5.687 -1.529
H -0.039 -6.297 -3.040
H 0.625 -0.218 3.530
H -1.137 -0.198 3.785
H -0.129 1.274 3.911
P -1.393 1.288 1.647
P 1.903 1.718 -0.310
N -2.804 0.475 1.037
N -2.200 2.613 2.502
N 1.198 1.594 -1.939
N 3.017 3.080 -0.882
C -0.783 2.177 0.168
C 0.597 2.806 0.406
C -3.545 -0.443 1.789
C -4.783 -0.600 1.182
C -4.815 0.248 0.023
C -3.595 0.909 -0.036
C -2.227 2.887 3.869
C -2.878 4.092 4.086
C -3.274 4.595 2.798
C -2.863 3.666 1.859
C 1.693 0.730 -2.927
C 1.020 0.989 -4.121
C 0.057 2.009 -3.860
C 0.235 2.419 -2.543
C 2.943 3.852 -2.054
C 3.608 5.056 -1.858
C 4.135 5.029 -0.524
C 3.742 3.831 0.052
H -1.489 2.972 -0.107
H -0.828 1.486 -0.688
H 0.654 3.805 -0.041
H 0.867 2.941 1.472
H -3.108 -0.899 2.665
H -5.582 -1.236 1.531
H -5.653 0.393 -0.647
H -3.207 1.618 -0.755
H -1.776 2.201 4.576
H -3.052 4.572 5.044
H -3.806 5.517 2.588
H -2.951 3.687 0.778
H 2.484 0.024 -2.694
H 1.208 0.484 -5.062
H -0.662 2.421 -4.555
H -0.268 3.174 -1.971
H 2.414 3.491 -2.921
H 3.683 5.845 -2.589
H 4.726 5.799 -0.055
H 3.901 3.428 1.041
C 3.401 -2.786 1.340
C 2.212 -2.188 2.101
C 1.161 -3.277 1.889
C 2.571 -2.015 3.599
O 1.901 -0.975 1.534
H 3.542 -3.836 1.632
H 4.290 -2.213 1.610
H 3.199 -2.744 0.256
H 1.582 -4.235 2.231
H 0.237 -3.107 2.441
H 0.921 -3.397 0.825
H 3.270 -1.184 3.795
H 1.682 -1.784 4.202
H 3.032 -2.934 3.994
*
```

Computed properties:
**Expectation value of S²**: 8.84
**Gap between HOMO and LUMO (spin up / spin down)**: 0.215 / 0.265 Eh
**Electronic energy**: -3335.331906 hartree
**Energy above the lowest of the compared OMol25 structures with the same formula, charge and spin**: 2.501 eV
**Maximum force**: 3.6 eV/Å
**Molecular weight**: 605.6 g mol⁻¹

Mulliken charges in e: 0.383 -0.611 -0.537 0.925 2.344 -0.646 -0.702 -0.846 -0.659 -1.181 0.318 0.454 0.850 -1.559 -0.917 -0.815 0.324 0.354 0.275 0.441 0.328 0.449 -0.396 0.461 0.479 2.349 -0.418 0.567 0.407 1.194 0.293 -1.386 -1.420 -0.474 -0.727 -0.767 -0.358 -0.450 -0.717 -0.650 -0.171 -1.130 -0.725 -1.112 -0.216 -0.241 -0.637 -0.592 -0.434 0.366 0.643 0.622 0.399 0.331 0.451 0.474 0.388 0.431 0.411 0.435 0.281 0.693 0.535 0.498 0.404 0.306 0.426 0.424 0.383 -1.633 1.549 -1.392 -1.720 -0.567 0.414 0.397 0.224 0.517 0.250 0.215 0.354 0.409 0.381